Entry from the OMol25 dataset: one molecule with the formula C5H7NO (wB97M-V/def2-TZVPD).

```
14
Properties=species:S:1:pos:R:3
C -1.5762 0.8177 -0.9714
C -0.6337 0.6020 0.1867
O -0.8421 1.0505 1.2860
C 0.5911 -0.3077 -0.0796
C 1.6910 -0.1479 0.9692
C -0.0140 -1.6446 -0.1180
N -0.6079 -2.6341 -0.1362
H -1.6923 1.8904 -1.1378
H -2.5556 0.4105 -0.7096
H -1.2267 0.3440 -1.8897
H 0.9811 -0.1016 -1.0845
H 1.2502 -0.0967 1.9657
H 2.4091 -0.9714 0.9326
H 2.2259 0.7890 0.7866
```

The value obtained for the gap between HOMO and LUMO is 10.9431 eV. Its SMILES is CC(=O)[C@@H](C)C#N. The value obtained for the energy above the lowest of the compared OMol25 structures with the same formula, charge and spin is 56.0 kJ/mol. The LUMO energy is 0.02373 Eh. Its multiplicity is 1.

Entry from the OMol25 dataset: one molecule with the formula C5H7NO in a non-equilibrium geometry (wB97M-V/def2-TZVPD).

```
14
Properties=species:S:1:pos:R:3
C -1.2885 1.0039 1.0191
C -0.3255 0.9814 -0.1375
O 0.1281 1.9837 -0.6404
C 0.1465 -0.3785 -0.6999
C 1.6612 -0.5555 -0.4878
C -0.6090 -1.5186 -0.1679
N -1.2118 -2.4072 0.2624
H -1.5886 2.0334 1.2187
H -0.7948 0.5854 1.9056
H -2.1667 0.3784 0.8251
H -0.0475 -0.3221 -1.7779
H 1.9009 -0.6727 0.5736
H 2.0222 -1.4407 -1.0189
H 2.1736 0.3292 -0.8741
```

The value obtained for the gap between HOMO and LUMO is 10.9735 eV. Its SMILES is CC(=O)[C@@H](C)C#N. The value obtained for the energy above the lowest of the compared OMol25 structures with the same formula, charge and spin is 47.7 kJ/mol. The LUMO energy is 0.02562 Eh. Its multiplicity is 1.

Which value of multiplicity does entry 1 give? 1